Entry from the Open Molecules 2025 dataset: a 4-piece molecular cluster, C14H40ClO12P3S3 overall (ωB97M-V/def2-TZVPD).

Structure (XYZ):
```
73
Properties=species:S:1:pos:R:3:lowdin_charge:R:1
C -2.550 -0.018 -2.296 -0.043
C -1.670 -0.295 -1.091 -0.421
O -2.414 -0.642 0.071 -0.028
C -0.651 -1.371 -1.407 -0.257
O 0.383 -1.320 -0.411 -0.459
P 1.074 -2.618 0.329 0.461
P 1.136 -1.450 2.296 0.732
C 2.764 -2.145 2.847 -0.399
C 0.017 -2.578 3.230 -0.398
P 1.112 -3.787 -1.699 0.389
O 2.181 -2.807 -2.508 -0.459
Cl 2.391 -5.207 -0.876 0.109
H -2.030 0.609 -3.018 0.073
H -3.442 0.521 -1.981 0.086
H -2.856 -0.941 -2.797 0.087
H -1.119 0.601 -0.801 0.147
H -3.108 -1.258 -0.177 0.090
H -1.142 -2.349 -1.383 0.096
H -0.218 -1.233 -2.401 0.119
H 2.486 -2.805 0.306 -0.054
H 0.403 -3.746 0.899 -0.024
H 2.745 -3.226 2.993 0.031
H 3.542 -1.908 2.119 0.013
H 3.052 -1.665 3.782 0.022
H -1.022 -2.383 2.964 0.029
H 0.235 -3.633 3.045 0.017
H 0.115 -2.378 4.297 0.015
H 2.426 -2.032 -1.983 0.026
C -4.998 0.507 6.068 -0.070
C -3.539 0.713 6.402 -0.238
O -3.066 -0.233 7.406 -0.266
S -2.761 -1.709 6.921 0.559
C -1.723 -2.189 8.256 -0.121
O -2.007 -1.647 5.703 -0.286
O -3.956 -2.494 6.946 -0.272
H -5.161 -0.439 5.555 0.076
H -5.325 1.319 5.417 0.083
H -5.605 0.520 6.973 0.085
H -2.897 0.622 5.527 0.112
H -3.361 1.679 6.869 0.121
H -0.832 -1.568 8.249 0.075
H -1.472 -3.233 8.085 0.077
H -2.280 -2.078 9.183 0.076
C -5.094 5.793 -2.981 -0.071
C -3.778 5.645 -3.707 -0.240
O -2.642 5.655 -2.795 -0.265
S -2.349 4.325 -1.988 0.557
C -0.689 4.679 -1.536 -0.117
O -2.389 3.215 -2.895 -0.284
O -3.162 4.273 -0.812 -0.271
H -5.313 4.921 -2.368 0.075
H -5.889 5.911 -3.718 0.083
H -5.081 6.673 -2.339 0.086
H -3.729 4.728 -4.294 0.111
H -3.578 6.490 -4.362 0.122
H -0.085 4.742 -2.437 0.077
H -0.363 3.854 -0.905 0.076
H -0.674 5.612 -0.979 0.077
C 4.508 -2.613 -5.064 -0.066
C 5.039 -1.825 -3.893 -0.249
O 6.356 -1.253 -4.151 -0.265
S 6.411 0.078 -5.004 0.557
C 8.052 0.554 -4.589 -0.124
O 5.474 1.018 -4.463 -0.283
O 6.348 -0.225 -6.401 -0.275
H 4.283 -1.971 -5.914 0.077
H 3.593 -3.111 -4.742 0.067
H 5.229 -3.366 -5.379 0.087
H 4.372 -1.011 -3.608 0.104
H 5.203 -2.461 -3.026 0.121
H 8.101 0.754 -3.523 0.074
H 8.262 1.453 -5.164 0.076
H 8.727 -0.248 -4.876 0.075
```

Results
HOMO energy: -7.58 eV
SMILES: C[C@@H](O)CO[PH2](P(C)C)P(O)Cl.CCOS(C)(=O)=O.CCOS(C)(=O)=O.CCOS(C)(=O)=O